This record from the Open Molecules 2025 dataset describes a structure of composition C41H42P2W. The level of theory is ωB97M-V/def2-TZVPD.

Cartesian coordinates (Å):
W: 0.0282 0.3551 5.2559
C: -1.9446 -0.1050 5.8797
C: -1.6858 -0.4776 4.4945
C: -2.2864 0.3721 3.3885
C: -1.5108 1.6691 3.0637
C: -0.3419 1.9669 3.9757
C: -0.5319 2.3124 5.3896
C: -1.9424 2.4732 5.9317
C: -2.7063 1.1497 6.2456
C: 1.4916 -0.3521 4.0701
H: -2.0391 -0.9360 6.5769
H: -1.5945 -1.5514 4.2776
H: -3.3176 0.6721 3.6347
H: -2.3635 -0.2483 2.4752
H: -1.1321 1.6128 2.0290
H: -2.2094 2.5281 3.0239
H: 0.5466 2.4011 3.5086
H: 0.1875 3.0013 5.8378
H: -2.5568 3.0842 5.2470
H: -1.8837 3.0911 6.8480
H: -2.9045 1.1414 7.3302
H: -3.7281 1.2004 5.8129
H: 2.0746 -0.9546 4.7846
H: 2.1067 0.4879 3.6989
H: 1.1644 -1.0008 3.2448
P: -0.0881 -1.9698 -4.1777
P: 1.7395 0.3876 -4.4377
C: -0.8386 -0.4282 -4.7699
C: 0.0277 0.5949 -5.0043
C: -0.8424 -3.2326 -5.2744
C: -2.0347 -3.0265 -5.9787
C: -2.6001 -4.0729 -6.7184
C: -1.9606 -5.3149 -6.7894
C: -0.7324 -5.5006 -6.1397
C: -0.1627 -4.4619 -5.4089
C: -0.9426 -2.1960 -2.5659
C: -0.5700 -1.3627 -1.4914
C: -1.2822 -1.4247 -0.2930
C: -2.3543 -2.3206 -0.1563
C: -2.6596 -3.2098 -1.1948
C: -1.9319 -3.1708 -2.3867
C: 2.5750 1.0998 -5.9274
C: 2.5595 0.3275 -7.1058
C: 2.9359 0.9038 -8.3184
C: 3.3701 2.2366 -8.3588
C: 3.5040 2.9601 -7.1695
C: 3.1441 2.3794 -5.9485
C: 1.8861 1.7529 -3.2168
C: 3.0422 1.7877 -2.4097
C: 3.2914 2.8967 -1.6047
C: 2.3760 3.9574 -1.5629
C: 1.1748 3.8639 -2.2713
C: 0.9060 2.7405 -3.0610
H: -1.9306 -0.3707 -4.8530
H: -0.1943 1.5077 -5.5709
H: -2.5318 -2.0590 -5.9544
H: -3.5429 -3.9084 -7.2416
H: -2.4075 -6.1331 -7.3566
H: -0.2135 -6.4568 -6.2114
H: 0.8113 -4.5834 -4.9349
H: 0.2735 -0.6765 -1.6018
H: -1.0076 -0.7817 0.5452
H: -2.9408 -2.3394 0.7648
H: -3.4655 -3.9362 -1.0855
H: -2.1437 -3.8859 -3.1823
H: 2.2276 -0.7117 -7.0668
H: 2.8885 0.3241 -9.2406
H: 3.6222 2.7041 -9.3120
H: 3.8804 3.9835 -7.1841
H: 3.2725 2.9360 -5.0203
H: 3.7329 0.9436 -2.4244
H: 4.1997 2.9338 -1.0052
H: 2.5938 4.8438 -0.9654
H: 0.4363 4.6641 -2.2132
H: -0.0591 2.6503 -3.5582
C: 0.9538 -0.3335 10.0837
C: 0.5298 -1.3972 9.2841
C: 0.2805 -1.1980 7.9240
C: 0.4899 0.0766 7.3499
C: 0.8651 1.1565 8.1691
C: 1.0965 0.9397 9.5336
H: 1.1599 -0.5092 11.1382
H: 0.3949 -2.3922 9.7091
H: -0.0786 -2.0143 7.2899
H: 0.9699 2.1560 7.7378
H: 1.3845 1.7772 10.1699

Atomic forces in eV per Å
W 0.48 -0.59 1.73
C -1.73 -2.01 -0.43
C -1.78 -0.13 0.19
C -0.49 -0.15 -0.83
C 0.10 0.41 -1.08
C 0.20 1.35 0.44
C -0.20 1.90 -0.64
C -0.37 0.64 0.62
C -0.10 0.43 0.96
C 1.26 -0.58 -0.58
H 0.03 0.20 -0.05
H 0.09 0.29 0.22
H 0.27 -0.41 0.13
H 0.08 0.34 0.44
H 0.02 -0.08 0.41
H 0.31 -0.31 0.28
H -0.19 -0.15 0.10
H 0.02 -0.12 -0.26
H 0.45 -0.26 -0.03
H 0.01 -0.51 -0.35
H 0.28 -0.21 -0.38
H 0.68 -0.37 -0.18
H 0.29 -0.17 -0.17
H -0.05 -0.43 0.16
H 0.07 0.13 0.21
P -1.11 0.05 0.25
P -0.21 1.16 -0.87
C 1.07 1.38 0.04
C -1.07 -1.38 -0.11
C 0.71 -0.35 -0.28
C -0.09 -0.20 -0.02
C 0.22 0.05 0.10
C 0.17 0.25 0.24
C -0.12 0.05 -0.11
C -0.32 0.29 0.13
C 0.49 -0.18 0.25
C -0.30 -0.17 -0.08
C -0.16 -0.21 -0.16
C 0.21 -0.06 -0.32
C 0.17 0.19 0.09
C -0.09 0.15 0.13
C 0.55 -0.58 0.01
C -0.16 0.29 0.02
C 0.04 0.14 0.10
C -0.04 -0.14 0.31
C -0.06 -0.25 0.06
C -0.17 0.11 -0.08
C 0.15 -0.57 0.74
C -0.26 0.20 -0.30
C -0.17 0.04 0.03
C -0.01 -0.27 -0.18
C 0.04 -0.21 0.06
C 0.21 0.21 -0.04
H 0.46 0.12 -0.32
H -0.27 -0.23 0.48
H 0.01 -0.31 0.01
H 0.29 -0.05 0.14
H 0.14 0.28 0.17
H -0.14 0.28 -0.01
H -0.25 -0.11 -0.05
H -0.28 -0.10 0.04
H -0.04 -0.11 -0.28
H 0.21 -0.03 -0.28
H 0.24 0.21 0.02
H -0.05 0.26 0.21
H 0.00 0.26 -0.10
H 0.01 0.12 0.29
H -0.04 -0.18 0.30
H -0.07 -0.31 -0.01
H -0.12 -0.05 -0.28
H -0.02 0.31 -0.08
H -0.20 0.01 -0.15
H -0.08 -0.27 -0.17
H 0.20 -0.23 0.02
H 0.32 0.15 0.01
C -0.08 0.01 -0.25
C -0.06 -0.23 -0.45
C 0.34 0.44 0.01
C -0.27 0.89 -0.53
C 0.24 -0.49 0.31
C -0.02 0.29 -0.14
H -0.07 0.11 -0.24
H 0.02 0.29 -0.05
H 0.15 0.01 0.33
H 0.08 -0.31 0.31
H -0.06 -0.23 -0.15

Computed properties:
Lowest unoccupied orbital energy (alpha / beta)   -6.47 / -7.59 eV
Kohn-Sham gap (alpha / beta)   6.35 / 5.49 eV
Multiplicity   3
HOMO energy (alpha / beta)   -12.815 / -13.083 eV
Net charge   +2
⟨S²⟩   2.021

Atom charges from the Löwdin analysis, given in e for atoms 1 to 6: 1.598 -0.275 -0.306 -0.166 -0.176 -0.298


This record from the Open Molecules 2025 dataset describes a cluster of 9 separate species, C27H54O17 in total. The level of theory is ωB97M-V/def2-TZVPD.

Cartesian coordinates (Å):
C: 21.9402 -9.0546 26.7000
O: 21.6539 -8.5605 25.4069
C: 20.5112 -7.8772 25.1779
O: 19.6226 -7.5156 26.0047
O: 20.5119 -7.5481 23.8290
C: 19.3926 -6.9698 23.1354
H: 22.1446 -8.3174 27.4765
H: 22.7672 -9.7620 26.6386
H: 21.0962 -9.6051 27.1155
H: 19.2264 -5.9659 23.5260
H: 18.4684 -7.5347 23.2577
H: 19.5682 -6.7746 22.0775
C: 19.0508 -11.4047 20.6227
O: 17.7352 -11.7904 20.4084
C: 17.0163 -11.2938 19.4876
O: 17.3424 -10.3750 18.6987
O: 15.7630 -11.9103 19.5090
C: 14.7408 -11.5186 18.5522
H: 19.1261 -10.4745 21.1858
H: 19.6456 -11.3208 19.7132
H: 19.5390 -12.2594 21.0909
H: 13.7973 -11.9946 18.8191
H: 15.1232 -11.8291 17.5798
H: 14.4757 -10.4662 18.4515
C: 21.8161 -12.9562 23.7325
O: 21.4873 -12.4172 25.0408
C: 21.2978 -13.1209 26.1110
O: 21.5126 -14.3216 26.2241
O: 20.7920 -12.3176 27.0564
C: 20.5422 -12.7423 28.3565
H: 21.2478 -13.8278 23.4075
H: 22.8922 -13.1230 23.7802
H: 21.7876 -12.2534 22.8998
H: 21.4812 -12.5395 28.8714
H: 20.2842 -13.8006 28.3947
H: 19.7592 -12.1266 28.7993
C: 16.3610 -11.5164 30.6131
O: 15.8191 -12.7356 30.2188
C: 16.2849 -13.3654 29.2331
O: 17.3486 -13.1191 28.6478
O: 15.5286 -14.4585 29.0914
C: 15.8380 -15.3356 28.0680
H: 17.3809 -11.6548 30.9718
H: 15.8166 -11.0274 31.4209
H: 16.3154 -10.8351 29.7635
H: 15.3095 -15.1657 27.1300
H: 15.6350 -16.3361 28.4500
H: 16.9017 -15.2594 27.8423
C: 17.7386 -10.3797 25.3715
C: 17.6570 -11.7584 24.6803
O: 17.8738 -11.8382 23.5045
C: 17.2205 -12.9134 25.5829
H: 17.7574 -10.5488 26.4481
H: 16.9102 -9.6968 25.1828
H: 18.6992 -9.8883 25.2175
H: 16.9002 -13.8048 25.0435
H: 16.4876 -12.5058 26.2792
H: 18.0757 -13.1295 26.2232
C: 14.4874 -9.9749 27.5409
C: 14.6074 -8.5545 28.1639
O: 14.1610 -8.3017 29.2514
C: 15.4548 -7.5375 27.3430
H: 15.4688 -10.4478 27.5046
H: 14.0287 -9.8705 26.5576
H: 13.7980 -10.5931 28.1159
H: 16.3148 -8.0190 26.8775
H: 15.7225 -6.7553 28.0533
H: 14.7782 -7.1805 26.5665
C: 12.9455 -10.7002 22.3248
C: 14.0998 -11.2187 23.2291
O: 14.2686 -10.8856 24.4183
C: 14.8865 -12.2618 22.5250
H: 12.1451 -10.2780 22.9324
H: 12.4546 -11.5146 21.7919
H: 13.3891 -10.0285 21.5899
H: 15.7813 -11.8301 22.0767
H: 14.3848 -12.6293 21.6298
H: 15.2005 -13.0817 23.1710
C: 15.5276 -7.3652 23.6552
C: 15.4321 -7.2600 22.1583
O: 14.7217 -6.4243 21.6007
C: 16.2623 -8.1931 21.2328
H: 16.2732 -6.6930 24.0799
H: 15.8185 -8.3902 23.8848
H: 14.5865 -7.0923 24.1327
H: 16.1301 -9.2167 21.5833
H: 17.3032 -7.8852 21.3316
H: 16.0178 -8.1084 20.1740
C: 18.9762 -8.5681 31.4438
C: 19.4521 -9.5255 30.4084
O: 20.0308 -10.5577 30.8322
C: 18.9585 -9.3646 28.9903
H: 18.8205 -7.6119 30.9443
H: 19.8305 -8.3868 32.0960
H: 18.0794 -8.9046 31.9641
H: 19.4766 -8.5413 28.4986
H: 17.8705 -9.3426 28.9278
H: 19.2856 -10.2341 28.4202

Atomic forces in eV per Å
C -0.68 -0.75 1.35
O -1.06 0.95 -0.73
C -2.29 1.83 0.75
O 3.25 -1.66 -2.78
O 0.51 -1.07 0.87
C -0.53 0.98 1.28
H 0.26 0.58 -0.52
H -0.02 0.30 -0.36
H -0.13 -0.17 -0.38
H -0.18 0.00 0.33
H 0.23 -0.24 0.12
H 0.76 -0.80 0.10
C 2.02 -0.05 -0.33
O -0.50 -1.71 1.44
C -1.93 3.21 -3.98
O -1.05 -2.59 2.05
O 0.87 1.07 0.29
C 0.79 -0.02 -0.57
H -0.09 -0.25 0.15
H -0.54 0.43 -0.46
H -0.32 0.31 0.72
H 0.45 -0.51 0.13
H -0.45 -0.13 -0.10
H 0.74 0.31 0.57
C 1.41 -0.45 0.46
O -0.53 2.05 -2.37
C -0.22 -2.89 1.15
O -0.27 1.44 0.05
O -0.18 0.99 -2.27
C 0.68 -0.64 1.15
H 0.04 -0.09 0.69
H -0.04 -0.86 -0.01
H -0.87 0.86 0.78
H -0.18 -0.33 0.63
H 0.01 0.07 0.04
H 0.10 -0.24 -0.27
C 1.08 1.40 -0.04
O -2.53 1.14 2.71
C 3.38 -1.67 -1.96
O -2.06 -0.20 0.48
O -0.69 1.04 0.21
C 1.22 -1.24 -0.88
H 0.16 0.06 -0.29
H -0.51 -0.69 -0.09
H 0.32 0.09 0.03
H -0.36 0.23 0.21
H -0.11 0.04 -0.19
H 0.07 -0.14 -0.05
C 0.63 -0.75 1.08
C -0.88 0.90 0.90
O 0.34 -0.47 -0.84
C 0.57 0.95 -0.32
H -0.26 -0.02 0.24
H -0.01 -0.29 -0.40
H -0.12 0.00 -0.63
H 0.00 0.20 0.00
H -0.27 -0.30 -0.18
H 0.11 -0.24 0.04
C -0.80 1.11 0.47
C 1.21 -1.15 -0.69
O -0.16 0.31 0.03
C -1.15 -0.80 1.02
H 0.03 0.05 -0.32
H 0.49 -0.17 -0.28
H 0.16 0.09 0.28
H 0.02 0.07 0.06
H 0.14 0.15 -0.40
H 0.18 0.29 -0.10
C 0.22 -0.17 1.24
C -1.23 0.09 1.48
O -0.25 -0.47 -2.81
C 0.78 -0.32 -0.47
H 0.34 0.65 -0.08
H 0.42 -0.19 -0.08
H -0.27 0.28 0.00
H 0.30 0.14 0.37
H -0.29 -0.17 0.34
H -0.01 0.15 0.04
C 0.10 -0.45 -0.08
C -0.73 1.26 -2.47
O 0.67 -0.91 1.16
C -0.32 0.45 1.09
H 0.23 0.04 -0.24
H -0.12 0.03 0.37
H -0.07 -0.17 -0.23
H 0.33 -0.19 -0.07
H 0.18 -0.32 0.12
H -0.35 0.15 0.27
C 1.00 1.47 -0.64
C -0.22 -3.65 1.67
O -0.87 2.45 -1.75
C 1.31 -0.87 -0.25
H -0.57 0.17 0.19
H -0.33 -0.27 0.51
H 0.17 -0.04 -0.03
H -0.58 0.50 0.04
H 0.06 0.56 0.14
H -0.12 -0.12 0.07

Computed properties:
Lowest unoccupied orbital energy   0.47 eV
Kohn-Sham gap   10.05 eV
Multiplicity   1
SMILES string   COC(=O)OC.COC(=O)OC.COC(=O)OC.COC(=O)OC.CC(C)=O.CC(C)=O.CC(C)=O.CC(C)=O.CC(C)=O
HOMO energy   -9.579 eV
Net charge   0

Atom charges from the Löwdin analysis, given in e for atoms 1 to 6: -0.043 0.005 -0.480 0.057 -0.029 -0.041


This record from the Open Molecules 2025 dataset describes the ion C5H9N2S with charge +1. The level of theory is ωB97M-V/def2-TZVPD.

Cartesian coordinates (Å):
C: 1.1407 0.1480 1.6674
C: 2.1191 -0.1093 0.7532
C: -1.3011 0.1968 0.8413
C: -1.1547 -0.8648 -0.3332
C: 0.4850 0.8702 -1.3367
N: -0.0544 0.5810 1.4672
N: -0.5505 -0.1769 -1.4867
S: 2.0369 0.5579 -0.9032
H: 1.5097 0.2353 2.6887
H: 3.1509 -0.1767 0.9441
H: -1.9192 1.0630 0.4700
H: -1.8177 -0.1517 1.6360
H: -0.4571 -1.7730 0.0239
H: -2.1221 -1.3708 -0.4848
H: 0.2518 1.6982 -1.9524
H: -0.0154 -0.9315 -1.9272
H: -1.3020 0.2045 -2.0676

Atomic forces in eV per Å
C 0.95 -0.22 0.20
C -1.06 0.52 -1.46
C 2.76 0.68 -3.51
C 0.80 -1.34 4.12
C -1.42 0.10 0.42
N -2.52 1.03 0.73
N 0.29 -1.11 -0.72
S 1.44 -0.51 -0.18
H -0.02 -0.17 0.26
H 1.04 -0.37 0.78
H 0.98 -0.42 0.34
H -2.09 -1.64 2.37
H -1.20 2.29 -0.85
H 0.34 0.65 -0.86
H 0.02 0.80 -0.36
H -0.56 0.03 -0.98
H 0.27 -0.32 -0.29

Computed properties:
Lowest unoccupied orbital energy (alpha / beta)   -3.36 / -6.11 eV
Kohn-Sham gap (alpha / beta)   8.41 / 6.37 eV
Multiplicity   3
HOMO energy (alpha / beta)   -11.772 / -12.487 eV
Net charge   +1
⟨S²⟩   2.043

Atom charges from the natural (NBO) analysis, given in e for atoms 1 to 6: -0.022 -0.350 -0.259 -0.284 -0.262 -0.297


This record from the Open Molecules 2025 dataset describes a cluster of 2 separate species, C3H4N2O2 in total. The level of theory is ωB97M-V/def2-TZVPD.

Cartesian coordinates (Å):
C: 1.4198 0.0387 -0.2688
N: 0.0117 0.3047 0.0225
N: -0.3224 0.0133 1.5550
C: -0.2961 1.1617 1.0857
O: -2.6568 -0.5129 -0.3360
C: -1.8443 -1.1682 -0.8581
O: -1.1061 -1.8843 -1.4106
H: 2.1204 0.4518 0.4672
H: 1.5408 -1.0474 -0.3125
H: 1.6407 0.4438 -1.2616
H: -0.5077 2.1989 1.3171

Atomic forces in eV per Å
C 0.11 0.00 -0.01
N 0.08 0.01 -0.25
N -0.04 0.53 0.08
C 0.01 -0.41 0.24
O 0.50 -0.50 -0.41
C -0.18 -0.11 -0.07
O -0.53 0.45 0.36
H -0.14 -0.02 -0.05
H 0.05 0.16 -0.01
H -0.03 0.00 0.15
H 0.17 -0.10 -0.03

Computed properties:
Lowest unoccupied orbital energy   0.84 eV
Kohn-Sham gap   10.59 eV
Multiplicity   1
SMILES string   CN1C=N1.O=C=O
HOMO energy   -9.756 eV
Net charge   0

Atom charges from the natural (NBO) analysis, given in e for atoms 1 to 6: -0.442 -0.358 -0.209 0.197 -0.533 1.054


The following relative energy (zero: lowest compared OMol25 entry of this formula, charge and spin) values (in kcal per mole) correspond, in order, to the records above: 0.0; 52.7; 49.7; 88.7.